The following is a quantum chemistry calculation of a single C4H9NO molecule, from the Open Molecules 2025 dataset.

Results
SMILES: C1COCCN1
Maximum force: 1.87 eV Å⁻¹
Multiplicity: 1
Electronic energy: -7830.7123 eV
LUMO energy: 1.1 eV
HOMO energy: -8.6072 eV
Charge: 0
Frontier orbital gap: 0.3572 Eh

XYZ file:
```
15
Properties=species:S:1:pos:R:3:forces:R:3:nbo_charge:R:1
C 0.688 1.142 -0.265 -0.994 1.135 0.465 -0.258
C 1.426 -0.117 0.090 0.818 0.720 1.525 -0.087
O 0.789 -1.263 -0.334 -0.300 -0.595 -0.380 -0.517
C -0.527 -1.318 0.165 -0.772 -0.362 0.073 -0.090
C -1.358 -0.119 -0.292 -0.111 0.126 -0.677 -0.258
N -0.742 1.157 0.090 0.056 -0.448 0.000 -0.621
H 0.657 1.320 -1.347 0.600 -0.072 0.084 0.194
H 1.169 1.986 0.266 -0.109 -0.232 -0.550 0.203
H 2.384 -0.059 -0.381 0.734 -0.228 -0.473 0.193
H 1.673 -0.147 1.206 -0.633 -0.044 -0.964 0.147
H -0.949 -2.256 -0.220 0.022 0.220 0.223 0.193
H -0.498 -1.344 1.259 -0.003 -0.125 0.193 0.154
H -2.395 -0.096 0.094 0.491 -0.434 -0.146 0.207
H -1.408 -0.218 -1.410 -0.039 0.471 0.806 0.188
H -0.908 1.333 1.079 0.240 -0.134 -0.180 0.351
```
Forces are in eV/Å.

=====

The following is a quantum chemistry calculation of 2 unconnected molecules or ions with the total composition C4H11NS, from the Open Molecules 2025 dataset.

Results
Maximum force: 1.08 eV Å⁻¹
Multiplicity: 1
Electronic energy: -16649.2083 eV
LUMO energy: -0.3 eV
HOMO energy: -6.7476 eV
Charge: 0
Frontier orbital gap: 0.2375 Eh

XYZ file:
```
17
Properties=species:S:1:pos:R:3:forces:R:3:nbo_charge:R:1
C -1.852 -0.077 -2.159 0.101 -0.009 0.261 -0.612
C -2.303 -0.127 -0.708 -0.153 0.451 0.343 -0.493
S -0.932 0.267 0.439 0.422 -0.826 -0.553 -0.685
H -1.044 -0.794 -2.314 -0.016 -0.018 -0.069 0.197
H -1.457 0.912 -2.390 -0.072 0.016 -0.102 0.205
H -2.678 -0.320 -2.832 0.011 0.038 -0.072 0.196
H -2.663 -1.124 -0.457 -0.048 0.002 0.014 0.192
H -3.118 0.577 -0.530 -0.099 -0.042 -0.118 0.192
C 2.563 -0.057 0.437 -0.051 -0.115 0.116 -0.420
C 0.970 0.534 2.159 -0.591 0.433 0.113 0.082
N 1.629 -0.352 1.519 0.029 0.123 -0.319 -0.439
H 2.247 -0.603 -0.447 -0.073 0.075 -0.037 0.243
H 3.563 -0.374 0.725 0.039 0.054 0.015 0.209
H 2.531 1.010 0.239 0.054 0.002 -0.061 0.224
H 1.120 1.581 1.936 0.247 0.033 0.264 0.224
H 0.199 0.226 2.850 0.148 0.045 0.106 0.247
H 1.227 -1.280 1.534 0.054 -0.260 0.100 0.437
```
Forces are in eV/Å.

=====

The following is a quantum chemistry calculation of a single C4H8O3 molecule, from the Open Molecules 2025 dataset.

Results
SMILES: COC(=O)[C@@H](C)O
Maximum force: 0.50 eV Å⁻¹
Multiplicity: 1
Electronic energy: -10420.2593 eV
LUMO energy: 0.8 eV
HOMO energy: -10.4932 eV
Charge: 0
Frontier orbital gap: 0.4160 Eh

XYZ file:
```
15
Properties=species:S:1:pos:R:3:forces:R:3:nbo_charge:R:1
C -1.613 -1.753 0.790 -0.201 -0.146 0.020 -0.267
O -0.388 -1.017 0.697 0.036 0.143 -0.059 -0.496
C -0.483 0.186 0.130 -0.247 0.193 -0.150 0.776
O -1.513 0.676 -0.279 0.396 -0.233 0.191 -0.616
C 0.858 0.892 0.007 0.082 -0.201 0.056 0.002
C 1.572 0.402 -1.254 0.029 -0.034 -0.086 -0.623
O 0.640 2.278 -0.035 -0.138 0.090 -0.087 -0.706
H -2.427 -1.098 1.110 0.117 -0.115 -0.025 0.205
H -1.436 -2.541 1.521 -0.021 0.110 -0.123 0.198
H -1.861 -2.186 -0.183 0.017 0.070 0.130 0.191
H 1.460 0.665 0.893 -0.085 0.034 -0.106 0.195
H 1.787 -0.671 -1.210 -0.038 0.139 0.033 0.216
H 2.512 0.949 -1.366 -0.126 -0.080 0.030 0.226
H 0.949 0.604 -2.131 0.093 -0.032 0.112 0.213
H -0.243 2.398 -0.421 0.088 0.064 0.064 0.486
```
Forces are in eV/Å.

=====

The following is a quantum chemistry calculation of 15 unconnected molecules or ions with the total composition C30H51Cl12N9, from the Open Molecules 2025 dataset.

Results
Maximum force: 5.87 eV Å⁻¹
Multiplicity: 1
Electronic energy: -195614.6647 eV
LUMO energy: 0.0 eV
HOMO energy: -10.3414 eV
Charge: 0
Frontier orbital gap: 0.3817 Eh

XYZ file:
```
102
Properties=species:S:1:pos:R:3:forces:R:3:lowdin_charge:R:1
C 0.191 2.948 4.140 0.147 -0.606 0.201 -0.093
C -1.005 3.751 4.067 -1.173 1.373 -0.050 -0.302
N -1.945 4.427 4.026 0.946 -0.863 0.110 0.139
H 0.913 3.218 3.368 -0.176 -0.067 -0.049 0.050
H -0.130 1.909 4.062 0.230 -0.105 -0.228 0.063
H 0.684 3.039 5.108 -0.074 0.218 -0.049 0.062
C 4.907 2.444 3.312 -0.676 0.660 0.141 -0.069
C 3.953 3.048 4.236 0.265 -0.623 -0.578 -0.279
N 3.187 3.487 4.955 -0.612 0.541 0.709 0.151
H 5.204 1.485 3.736 0.500 0.219 -0.236 0.087
H 5.661 3.222 3.185 0.593 -0.612 -0.039 0.091
H 4.403 2.325 2.353 0.065 -0.181 0.020 0.020
C -0.380 0.474 0.217 0.643 -0.769 -1.219 -0.061
C 0.209 -0.450 -0.792 1.048 -3.547 -2.456 -0.246
N 0.714 -1.235 -1.539 -1.951 3.411 3.007 0.143
H 0.508 1.096 0.332 -0.566 0.748 0.880 0.054
H -0.733 -0.066 1.096 0.459 -0.008 0.051 0.071
H -1.250 0.993 -0.185 0.331 0.188 -0.129 0.071
C -5.258 -2.650 -0.554 -0.230 -0.187 -0.364 -0.065
C -4.451 -1.539 -0.056 0.113 0.216 -0.179 -0.276
N -3.832 -0.636 0.299 -0.085 -0.402 -0.044 0.136
H -6.046 -2.898 0.156 0.193 -0.078 0.068 0.076
H -4.661 -3.526 -0.809 0.183 0.010 0.458 0.070
H -5.736 -2.411 -1.505 -0.021 0.453 0.082 0.085
C 5.579 -0.179 0.480 0.515 0.221 -0.488 -0.061
C 6.321 -1.255 -0.217 -3.184 4.226 2.537 -0.279
N 6.928 -2.069 -0.672 2.606 -3.719 -2.198 0.143
H 6.110 0.046 1.405 -0.330 -0.296 0.210 0.073
H 4.520 -0.397 0.612 0.202 -0.297 0.244 0.075
H 5.623 0.755 -0.080 0.070 -0.115 -0.355 0.070
C -2.458 4.751 -2.637 -0.001 -0.324 0.206 -0.096
C -3.606 4.443 -3.483 -2.409 -0.621 -2.510 -0.274
N -4.469 4.144 -4.228 2.492 0.925 2.309 0.111
H -1.627 5.165 -3.208 -0.159 -0.022 -0.116 0.082
H -2.129 3.799 -2.222 0.137 0.195 0.200 0.045
H -2.698 5.439 -1.826 -0.126 -0.094 -0.080 0.074
C 3.544 -0.270 -3.173 -0.329 1.253 -0.370 -0.060
C 3.875 1.132 -2.819 0.202 0.026 0.794 -0.277
N 4.113 2.223 -2.521 -0.149 -0.805 -0.298 0.128
H 3.688 -1.006 -2.382 0.345 0.256 -0.091 0.066
H 4.097 -0.457 -4.094 -0.042 -0.543 0.154 0.088
H 2.475 -0.245 -3.385 0.081 -0.419 -0.076 0.030
C 0.222 1.218 -3.881 0.040 0.719 0.858 -0.112
C 0.179 2.177 -2.737 0.574 -0.405 -1.073 -0.232
N 0.166 2.949 -1.887 -0.048 -0.081 0.101 0.158
H -0.210 0.291 -3.504 -0.204 0.007 -0.549 0.037
H 1.237 1.018 -4.226 0.028 0.210 0.352 0.050
H -0.279 1.666 -4.739 -0.383 -0.292 0.247 0.054
C -2.509 2.844 7.102 -0.530 1.266 -0.257 -0.073
C -2.089 1.660 6.431 1.392 -3.380 -1.244 -0.284
N -1.729 0.689 5.883 -0.888 2.202 1.135 0.155
H -3.419 3.148 6.585 -0.227 0.183 0.274 0.091
H -1.799 3.640 6.880 0.089 0.008 0.224 0.079
H -2.681 2.757 8.174 0.108 -0.252 -0.180 0.091
Cl 2.683 3.496 0.598 -0.103 -1.802 -0.150 0.592
C 2.515 5.138 1.095 -0.023 1.362 -0.239 -0.680
C 1.530 5.861 0.161 -0.847 0.048 0.258 -0.587
Cl -0.232 5.532 0.588 0.927 0.063 0.131 0.481
H 3.535 5.514 1.010 -0.210 0.580 -0.247 0.067
H 2.275 5.211 2.155 -0.415 -0.065 -0.146 0.064
H 1.572 5.532 -0.877 0.444 -0.144 0.224 0.047
H 1.621 6.947 0.181 0.162 -0.132 0.245 0.065
Cl 2.310 -4.372 -3.031 0.093 -0.547 0.207 0.539
C 3.216 -4.572 -1.473 -0.338 0.136 -0.008 -0.643
C 4.690 -4.867 -1.721 -0.835 1.574 0.413 -0.688
Cl 4.971 -6.606 -1.683 0.305 0.011 -0.378 0.582
H 2.819 -5.372 -0.848 -0.471 0.102 -0.346 0.056
H 2.978 -3.617 -1.004 0.587 -0.076 0.220 0.010
H 5.258 -4.369 -0.935 0.191 -0.379 0.082 0.052
H 4.930 -4.333 -2.640 0.528 -0.763 -0.232 0.063
Cl -4.282 -2.785 6.478 -0.103 -0.936 0.569 0.565
C -4.835 -1.254 5.837 1.174 0.897 -0.468 -0.706
C -4.424 -1.179 4.379 -0.873 0.580 0.045 -0.670
Cl -5.774 -1.957 3.506 0.170 -0.590 -0.805 0.542
H -4.231 -0.506 6.350 -0.457 0.159 0.272 0.040
H -5.914 -1.142 5.943 0.291 0.070 0.255 0.060
H -3.443 -1.622 4.207 -0.374 -0.177 -0.189 0.004
H -4.440 -0.159 3.995 0.187 0.032 0.259 0.067
Cl -3.907 -5.446 -3.679 0.603 -0.599 -0.281 0.460
C -2.084 -5.655 -3.937 -1.646 0.567 0.680 -0.563
C -1.456 -4.442 -3.294 1.251 -1.072 -0.032 -0.730
Cl -1.853 -2.943 -4.085 -0.163 0.559 -0.292 0.563
H -1.922 -5.739 -5.012 0.020 0.227 0.177 0.072
H -1.783 -6.578 -3.440 -0.095 0.133 0.028 0.075
H -0.391 -4.647 -3.398 0.230 0.515 0.050 0.012
H -1.639 -4.310 -2.228 -0.325 -0.350 -0.152 0.070
Cl -0.253 -0.940 -6.211 0.194 0.639 -0.169 0.561
C -1.797 -0.585 -7.017 -0.633 -0.804 -1.067 -0.685
C -2.520 0.705 -6.748 -0.402 -0.262 0.641 -0.598
Cl -3.135 0.552 -5.068 0.279 0.773 0.428 0.548
H -2.427 -1.412 -6.691 -0.110 0.109 -0.214 0.038
H -1.644 -0.677 -8.093 0.237 -0.068 0.019 0.074
H -3.470 0.792 -7.276 0.344 -0.423 -0.556 0.069
H -1.960 1.606 -7.000 0.173 0.015 0.707 0.083
Cl -1.639 -3.605 3.939 0.044 -0.011 -0.463 0.573
C -0.575 -3.634 2.474 0.027 -0.339 0.534 -0.611
C 0.803 -3.238 2.982 -0.618 0.287 0.376 -0.691
Cl 1.933 -3.000 1.637 0.194 -0.043 -0.135 0.566
H -0.958 -2.944 1.722 -0.009 0.013 0.202 0.062
H -0.618 -4.655 2.096 0.127 0.153 -0.051 0.070
H 1.200 -3.956 3.700 0.031 -0.097 -0.313 0.073
H 0.688 -2.294 3.516 0.218 0.052 -0.154 0.059
```
Forces are in eV/Å.

=====

The following is a quantum chemistry calculation of 3 unconnected molecules or ions with the total composition C28H64BO5P, from the Open Molecules 2025 dataset.

Results
SMILES: CCCCCCCCCCCCCCCCCCCCBP(=O)(O)O.CCOCC.CCOCC
Maximum force: 6.27 eV Å⁻¹
Multiplicity: 1
Electronic energy: -50267.4604 eV
LUMO energy: -1.0 eV
HOMO energy: -9.7990 eV
Charge: 0
Frontier orbital gap: 0.3216 Eh

XYZ file:
```
99
Properties=species:S:1:pos:R:3:forces:R:3:lowdin_charge:R:1
C 6.583 -3.404 4.527 1.151 0.815 -0.025 -0.157
C 6.353 -3.731 2.935 0.602 -0.993 -0.045 -0.263
C 4.897 -4.391 2.566 -0.348 0.397 -1.245 -0.237
C 3.606 -3.659 3.262 0.521 -0.507 0.953 -0.233
C 3.611 -2.021 3.192 -1.487 -0.414 -0.001 -0.210
C 3.444 -1.409 1.664 2.045 -0.952 0.308 -0.190
C 4.303 -0.021 1.552 0.359 0.370 -1.465 -0.210
C 3.464 1.357 1.818 0.819 0.389 1.007 -0.213
C 1.954 1.166 2.419 -0.559 1.527 -0.668 -0.211
C 0.800 1.162 1.209 -0.153 1.162 0.827 -0.189
C -0.596 1.866 1.791 -0.500 -0.048 0.399 -0.237
C -1.893 0.865 1.774 -0.047 0.767 0.906 -0.229
C -3.280 1.637 2.300 -0.287 -0.592 -0.701 -0.217
C -4.641 0.919 1.671 -0.084 0.328 0.284 -0.232
C -6.015 1.286 2.534 -0.034 -1.091 -1.214 -0.209
C -7.214 0.239 2.020 -0.379 0.634 -0.226 -0.229
C -8.558 0.331 2.957 0.279 0.382 0.053 -0.224
C -8.616 -0.756 4.188 -0.827 1.232 0.587 -0.223
C -10.083 -1.488 4.172 0.075 -0.440 1.343 -0.234
C -10.103 -2.992 3.518 -1.246 0.012 -0.631 -0.189
B -9.145 -3.191 2.196 -1.020 0.534 1.697 -0.106
P -9.540 -4.422 0.753 -2.486 -5.640 -1.171 0.709
O -10.033 -5.856 1.274 2.048 5.389 -1.728 -0.389
O -10.835 -3.677 -0.203 3.018 -1.818 -0.288 -0.255
O -8.139 -4.738 -0.253 -1.986 2.433 1.137 -0.241
H 7.176 -4.274 5.084 -1.596 1.773 -1.212 0.083
H 7.311 -2.461 4.577 -1.543 -1.994 0.000 0.081
H 5.620 -3.097 5.116 1.811 -0.821 -1.201 0.059
H 7.170 -4.554 2.647 -1.721 1.833 0.517 0.109
H 6.616 -2.793 2.247 -0.909 -1.935 1.641 0.110
H 4.862 -5.570 2.744 0.145 2.669 -0.100 0.118
H 4.759 -4.260 1.388 0.373 -0.372 2.429 0.101
H 2.632 -4.151 2.825 1.818 1.170 0.779 0.114
H 3.643 -3.947 4.418 -0.240 0.592 -2.402 0.106
H 2.662 -1.655 3.801 2.023 -0.765 -0.997 0.102
H 4.559 -1.636 3.762 -1.744 -0.564 -1.407 0.098
H 2.339 -1.352 1.287 2.109 0.130 0.978 0.105
H 3.989 -2.197 0.952 -1.196 1.728 1.412 0.106
H 5.285 -0.010 2.231 -2.328 -0.393 -1.295 0.115
H 4.716 0.041 0.435 -0.922 -0.123 2.353 0.094
H 3.510 2.042 0.844 -0.514 -1.575 2.102 0.114
H 4.076 1.969 2.640 -1.324 -1.259 -1.738 0.109
H 1.717 2.157 3.042 0.555 -2.147 -1.310 0.107
H 1.820 0.281 3.173 0.431 1.538 -1.638 0.099
H 0.582 0.089 0.792 0.448 2.098 0.706 0.098
H 1.173 1.901 0.352 -0.614 -1.944 1.722 0.112
H -0.461 2.219 2.923 -0.110 -0.779 -2.442 0.112
H -0.848 2.848 1.181 0.500 -2.059 1.118 0.110
H -2.028 0.438 0.690 0.129 0.631 2.186 0.113
H -1.691 0.027 2.593 -0.380 1.409 -2.112 0.122
H -3.329 1.603 3.477 0.149 0.140 -2.355 0.111
H -3.305 2.754 1.935 0.219 -2.090 0.839 0.109
H -4.538 -0.262 1.606 -0.051 2.486 0.250 0.111
H -4.779 1.326 0.560 0.246 -0.970 2.355 0.120
H -5.896 1.122 3.689 0.012 0.430 -2.199 0.114
H -6.291 2.399 2.287 0.322 -2.159 0.705 0.115
H -6.790 -0.866 2.005 -0.836 2.320 0.073 0.090
H -7.564 0.516 0.913 1.049 -0.582 2.300 0.120
H -9.548 0.238 2.311 2.169 0.069 1.224 0.110
H -8.587 1.420 3.428 0.019 -2.235 -1.026 0.116
H -7.705 -1.495 4.230 -1.872 1.315 -0.327 0.117
H -8.571 -0.118 5.196 -0.013 -1.505 -2.124 0.114
H -10.911 -0.817 3.659 1.922 -1.311 0.961 0.118
H -10.416 -1.608 5.310 0.567 0.217 -2.500 0.117
H -9.879 -3.804 4.343 -0.262 1.496 -1.705 0.133
H -11.216 -3.192 3.163 2.144 0.142 0.896 0.119
H -8.146 -2.576 2.114 0.292 0.008 -0.147 0.022
H -10.852 -4.128 -1.117 0.037 0.842 2.002 0.095
H -7.703 -3.888 -0.561 -0.785 -1.321 0.541 0.082
C 4.756 0.501 -4.657 0.200 -0.082 -0.054 -0.074
C 4.412 1.318 -3.424 -0.040 -0.147 0.048 -0.278
O 4.958 0.785 -2.220 -0.040 -0.008 0.095 -0.178
C 6.379 0.700 -2.147 -0.074 0.084 0.053 -0.279
C 7.071 2.048 -2.255 -0.049 0.171 -0.137 -0.080
H 4.481 -0.549 -4.514 -0.042 0.148 -0.004 0.086
H 4.226 0.889 -5.532 0.039 -0.063 0.080 0.062
H 5.826 0.533 -4.874 -0.065 0.035 -0.061 0.071
H 3.324 1.320 -3.297 0.200 -0.047 0.220 0.120
H 4.711 2.364 -3.547 0.072 0.012 -0.053 0.099
H 6.757 0.000 -2.898 0.024 0.047 -0.065 0.107
H 6.614 0.263 -1.170 -0.267 0.008 -0.106 0.109
H 6.933 2.491 -3.245 0.088 -0.032 0.033 0.064
H 8.146 1.941 -2.083 -0.137 -0.004 -0.006 0.078
H 6.663 2.752 -1.523 0.073 -0.139 -0.025 0.083
C 3.060 3.725 -6.050 -0.224 0.072 -0.061 -0.084
C 4.202 3.512 -7.028 -0.027 -0.116 -0.038 -0.280
O 3.847 2.709 -8.150 0.041 -0.069 0.036 -0.165
C 2.813 3.212 -8.992 0.123 -0.010 -0.051 -0.278
C 3.151 4.546 -9.633 0.105 0.183 0.100 -0.084
H 2.628 2.766 -5.746 0.099 0.084 0.000 0.075
H 3.413 4.252 -5.159 -0.014 -0.063 -0.083 0.078
H 2.258 4.320 -6.495 0.055 0.016 0.078 0.068
H 5.011 2.982 -6.511 -0.098 -0.062 -0.273 0.108
H 4.622 4.467 -7.360 -0.072 0.051 0.017 0.108
H 1.868 3.267 -8.442 -0.012 0.081 0.027 0.106
H 2.668 2.469 -9.784 0.167 -0.042 0.254 0.119
H 3.227 5.342 -8.888 -0.071 -0.006 -0.074 0.065
H 2.377 4.833 -10.352 0.092 -0.060 0.085 0.078
H 4.113 4.493 -10.153 -0.156 -0.054 0.018 0.083
```
Forces are in eV/Å.

=====

What is the LUMO energy in the first record? 1.1 eV

=====

Copy entry 1 word for word.
The following is a quantum chemistry calculation of a single C4H9NO molecule, from the Open Molecules 2025 dataset.

Results
SMILES: C1COCCN1
Maximum force: 1.87 eV Å⁻¹
Multiplicity: 1
Electronic energy: -7830.7123 eV
LUMO energy: 1.1 eV
HOMO energy: -8.6072 eV
Charge: 0
Frontier orbital gap: 0.3572 Eh

XYZ file:
```
15
Properties=species:S:1:pos:R:3:forces:R:3:nbo_charge:R:1
C 0.688 1.142 -0.265 -0.994 1.135 0.465 -0.258
C 1.426 -0.117 0.090 0.818 0.720 1.525 -0.087
O 0.789 -1.263 -0.334 -0.300 -0.595 -0.380 -0.517
C -0.527 -1.318 0.165 -0.772 -0.362 0.073 -0.090
C -1.358 -0.119 -0.292 -0.111 0.126 -0.677 -0.258
N -0.742 1.157 0.090 0.056 -0.448 0.000 -0.621
H 0.657 1.320 -1.347 0.600 -0.072 0.084 0.194
H 1.169 1.986 0.266 -0.109 -0.232 -0.550 0.203
H 2.384 -0.059 -0.381 0.734 -0.228 -0.473 0.193
H 1.673 -0.147 1.206 -0.633 -0.044 -0.964 0.147
H -0.949 -2.256 -0.220 0.022 0.220 0.223 0.193
H -0.498 -1.344 1.259 -0.003 -0.125 0.193 0.154
H -2.395 -0.096 0.094 0.491 -0.434 -0.146 0.207
H -1.408 -0.218 -1.410 -0.039 0.471 0.806 0.188
H -0.908 1.333 1.079 0.240 -0.134 -0.180 0.351
```
Forces are in eV/Å.

=====

Which of these has the highest HOMO energy? C4H11NS

=====

What is the LUMO energy in the first record? 1.1 eV